Density functional theory data (ωB97M-V/def2-TZVPD) for a cluster of 11 separate species, C47H73N6O33S in total.

Positions of all 160 atoms, in Å:
C 1.582 1.498 1.682
C 1.878 2.535 0.572
O 2.762 1.922 -0.353
C 0.613 3.020 -0.114
N -0.319 3.653 0.783
C -1.473 4.229 0.103
C -2.726 3.327 0.033
O -3.004 2.544 1.200
C -2.324 1.361 1.280
C -2.790 0.355 2.351
N -2.118 -0.899 1.864
C -1.252 -1.371 2.985
C -0.462 -2.652 2.723
C -1.251 -3.828 2.057
C -0.691 -4.296 0.683
C -1.559 -3.785 -0.490
C -2.028 -4.879 -1.460
C -1.009 -4.870 -2.634
S -0.505 -6.598 -3.008
C 1.114 -6.730 -2.381
N 1.603 -7.824 -1.980
N 2.913 -7.521 -1.611
C 3.076 -6.299 -1.792
O 1.960 -5.693 -2.294
C -1.531 -0.567 0.668
N -0.440 -1.020 0.117
N -2.310 0.431 0.118
H 0.672 1.729 2.235
H 2.384 1.512 2.415
H 1.530 0.493 1.278
H 2.379 3.365 1.070
H 3.649 2.183 -0.082
H 0.952 3.678 -0.926
H 0.174 2.146 -0.612
H 0.140 4.314 1.390
H -1.184 4.400 -0.941
H -1.703 5.206 0.519
H -2.665 2.737 -0.881
H -3.578 3.979 -0.099
H -1.274 1.493 1.552
H -2.309 0.714 3.251
H -3.869 0.286 2.397
H -1.918 -1.573 3.818
H -0.545 -0.609 3.320
H -0.128 -3.007 3.696
H 0.453 -2.451 2.169
H -1.151 -4.684 2.720
H -2.315 -3.612 2.008
H -0.654 -5.384 0.653
H 0.334 -3.962 0.533
H -2.423 -3.245 -0.099
H -0.979 -3.102 -1.084
H -2.072 -5.854 -0.991
H -2.995 -4.628 -1.890
H -1.423 -4.415 -3.527
H -0.111 -4.321 -2.378
H 3.970 -5.737 -1.619
H -0.405 -1.134 -0.901
H 0.375 -1.339 0.623
H -1.824 0.770 -0.707
C 7.472 1.608 2.335
C 7.188 2.247 0.992
O 5.771 2.474 1.064
C 5.419 2.540 2.359
O 4.339 2.873 2.729
O 6.433 2.171 3.167
H 8.457 1.852 2.722
H 7.356 0.522 2.320
H 7.688 3.198 0.865
H 7.435 1.606 0.159
C 3.712 -5.036 2.413
C 4.626 -4.007 3.022
O 4.390 -2.864 2.191
C 3.170 -2.999 1.628
O 2.616 -2.141 1.009
O 2.655 -4.231 1.854
H 3.315 -5.731 3.147
H 4.184 -5.601 1.608
H 4.354 -3.758 4.049
H 5.673 -4.295 2.995
C 5.762 1.678 6.258
C 5.146 2.687 7.199
O 5.354 2.084 8.478
C 6.407 1.231 8.374
O 6.937 0.700 9.289
O 6.767 1.069 7.072
H 6.198 2.134 5.379
H 5.050 0.911 5.944
H 5.660 3.650 7.174
H 4.087 2.848 7.015
C -2.116 -0.665 -5.500
C -2.902 0.023 -4.409
O -2.464 -0.678 -3.231
C -1.256 -1.213 -3.500
O -0.558 -1.730 -2.671
O -0.942 -1.111 -4.795
H -1.852 -0.003 -6.318
H -2.632 -1.537 -5.902
H -2.641 1.078 -4.306
H -3.977 -0.061 -4.539
C -1.760 -7.822 -6.224
C -1.165 -9.084 -6.806
O -2.053 -9.370 -7.890
C -2.655 -8.210 -8.259
O -3.319 -8.073 -9.229
O -2.390 -7.224 -7.359
H -1.012 -7.157 -5.803
H -2.520 -8.028 -5.466
H -0.161 -8.928 -7.204
H -1.141 -9.907 -6.097
C 6.367 -1.243 0.437
C 6.394 -1.429 -1.062
O 7.751 -1.103 -1.387
C 8.509 -1.301 -0.272
O 9.699 -1.276 -0.251
O 7.723 -1.522 0.809
H 5.683 -1.915 0.943
H 6.127 -0.215 0.722
H 6.198 -2.460 -1.362
H 5.703 -0.771 -1.583
C -7.569 0.998 -0.451
C -7.684 2.481 -0.715
O -6.718 2.680 -1.758
C -6.538 1.498 -2.389
O -5.930 1.359 -3.402
O -7.144 0.491 -1.721
H -8.511 0.546 -0.149
H -6.807 0.763 0.295
H -8.666 2.767 -1.088
H -7.449 3.086 0.153
C 10.210 1.010 -3.293
C 9.451 1.906 -4.250
O 8.480 2.525 -3.388
C 8.970 2.485 -2.126
O 8.484 3.054 -1.199
O 10.071 1.712 -2.047
H 11.258 0.895 -3.557
H 9.759 0.021 -3.192
H 10.079 2.685 -4.686
H 8.963 1.356 -5.050
C -6.026 7.815 0.597
C -6.754 7.579 1.900
O -7.879 6.794 1.485
C -7.552 6.180 0.325
O -8.202 5.330 -0.197
O -6.386 6.657 -0.168
H -4.948 7.878 0.719
H -6.377 8.705 0.074
H -6.165 6.999 2.613
H -7.080 8.499 2.377
C -11.272 5.528 1.671
C -12.273 6.320 0.863
O -13.330 6.531 1.802
C -12.804 6.440 3.052
O -13.378 6.727 4.047
O -11.527 5.973 3.005
H -10.245 5.731 1.384
H -11.452 4.452 1.619
H -11.882 7.290 0.546
H -12.633 5.784 -0.012

As for the spin multiplicity: 1. For the orbital gap, the calculation gives 0.32039 hartree. The charge is +1. The calculated total energy is -5044.18542 a.u.

---

Density functional theory data (ωB97M-V/def2-TZVPD) for a structure of composition C18H12F3I3IrNO3S.

Positions of all 42 atoms, in Å:
Ir 0.289 -0.329 -1.282
O 0.757 1.753 -1.042
N -0.229 2.636 -0.918
C 0.003 3.756 -0.203
C -0.975 4.700 -0.054
C -2.208 4.504 -0.678
C -2.420 3.350 -1.397
C -1.409 2.393 -1.489
S -1.615 0.873 -2.256
H 0.991 3.825 0.226
H -0.775 5.573 0.548
H -2.994 5.243 -0.598
H -3.363 3.144 -1.883
I 2.396 -3.484 -4.247
C 0.995 -1.968 -4.705
I 1.491 -0.032 -3.935
H 0.041 -2.238 -4.273
H 0.952 -1.858 -5.781
I 2.483 -1.987 -0.790
C 2.430 -1.549 1.243
C 3.369 -2.079 2.071
C 3.272 -1.835 3.457
C 2.231 -1.101 3.943
C 1.251 -0.550 3.081
C 0.172 0.210 3.585
C -0.724 0.783 2.734
C -0.578 0.633 1.339
C 0.430 -0.120 0.818
C 1.362 -0.751 1.676
H 4.178 -2.682 1.680
H 4.015 -2.248 4.124
H 2.139 -0.916 5.006
H 0.073 0.329 4.656
H -1.556 1.358 3.118
H -1.304 1.106 0.694
F -2.055 -4.401 -0.499
C -2.586 -3.398 -1.206
F -3.738 -3.049 -0.651
F -2.818 -3.831 -2.446
C -1.595 -2.217 -1.215
O -0.667 -2.221 -2.072
O -1.709 -1.325 -0.379

The expectation value of S² is 0.76. The energy relative to the best compared isomer or geometry (same formula, charge and spin) comes out at 43.7 kcal per mole. As for the spin multiplicity: 2. For the orbital gap (alpha / beta), the calculation gives 0.23437 / 0.22953 hartree. The charge is +1. The calculated total energy is -2668.49721 a.u.

---

Density functional theory data (ωB97M-V/def2-TZVPD) for a cluster of 2 separate species, H4N4O2 in total.

Positions of all 10 atoms, in Å:
N -1.098 -0.866 0.297
N -1.801 0.032 -0.097
N 1.592 1.058 0.109
N 2.215 -0.019 -0.014
O 1.426 -1.126 -0.242
O 3.411 -0.223 0.068
H -1.285 -1.221 1.310
H 0.516 -0.951 0.021
H -1.611 0.287 -1.046
H 2.234 1.857 -0.038

The energy relative to the best compared isomer or geometry (same formula, charge and spin) comes out at 18.3 kcal per mole. As for the SMILES: [H]/N=[N+](\[O-])O.[H]/N=N/[H]. As for the spin multiplicity: 1. For the orbital gap, the calculation gives 0.36938 hartree. The charge is 0. The calculated total energy is -371.70742 a.u.

---

Number 1: molar mass 1282.18 g mol⁻¹. Number 2: molar mass 952.29 g mol⁻¹. Number 3: molar mass 92.06 g mol⁻¹.